This record from the OMol25 dataset describes a 7-piece molecular cluster, C68H70F3N4O27S overall. The level of theory is ωB97M-V with the def2-TZVPD basis set.

Structure (XYZ):
```
173
Properties=species:S:1:pos:R:3:forces:R:3
S -1.867 -4.793 0.581 -0.036 -0.367 0.171
F -4.630 -2.273 -4.014 -0.224 0.125 -0.031
F -3.906 -1.123 -5.750 -0.314 0.154 0.064
F -2.660 -2.518 -4.783 -0.058 0.171 0.164
O 13.875 0.705 -5.109 0.197 0.333 -0.107
O 17.662 -1.037 -7.262 0.135 0.201 0.102
O -6.173 -2.621 7.040 -0.140 -0.093 0.025
O -7.896 4.409 -4.853 0.395 -0.553 -0.265
O -1.957 2.152 10.799 -0.186 -0.034 0.182
O -0.121 -2.799 0.885 0.518 0.457 0.249
O -12.339 -4.949 4.397 -0.231 0.040 0.015
O 15.220 2.781 -4.170 -0.123 -0.200 -0.083
O -7.781 -4.671 3.132 0.268 0.058 -0.094
O 1.765 -3.737 4.585 -0.094 0.195 0.082
O -12.040 -5.500 -0.851 0.244 -0.035 -0.022
O -9.805 -5.783 0.534 -0.176 0.063 -0.121
O -7.750 11.688 -5.612 -0.265 -0.113 -0.048
O 2.878 -1.957 9.653 0.136 -0.186 -0.128
O 19.026 0.996 -6.257 0.016 -0.197 -0.148
O -6.356 -1.095 10.361 0.244 0.049 -0.218
O -3.807 -2.155 5.954 -0.427 -0.170 0.057
O -7.040 7.427 -3.782 -0.127 -0.250 -0.024
O -3.701 1.933 12.775 0.219 0.130 -0.086
O -4.581 -0.937 8.431 0.009 0.015 0.114
O -10.226 10.919 -6.151 0.178 0.181 -0.021
O 4.317 -3.872 8.528 -0.031 0.133 0.209
O -5.387 -4.287 2.087 -0.261 -0.048 -0.114
O -6.938 2.597 -4.189 -0.105 -0.545 0.783
O 0.397 -1.788 5.665 0.079 -0.025 0.133
O -9.465 6.634 -4.379 -0.041 0.193 -0.005
O -14.592 -4.752 3.016 0.230 -0.009 0.134
N -0.423 -2.086 2.928 -0.378 0.269 0.845
N -6.866 3.905 -4.860 -0.171 1.021 -0.252
N -1.340 -3.107 2.696 0.373 0.101 -0.104
N -5.108 3.163 -2.952 0.142 0.382 0.427
C 4.611 2.301 -0.744 0.124 -0.648 -0.251
C -8.108 10.459 -5.279 0.369 0.101 0.090
C -3.164 -3.877 -0.279 -0.271 1.313 -0.368
C -5.121 0.414 11.663 0.085 0.119 0.117
C -1.017 -1.833 -2.918 -0.478 -0.790 0.260
C 0.260 -1.935 1.871 -0.148 -0.469 -0.786
C -13.427 -5.122 1.018 0.069 -0.014 -0.158
C 7.969 1.421 -2.503 0.045 -0.264 0.792
C -4.717 -2.783 5.228 0.456 0.109 -0.140
C -6.862 -4.067 3.884 -0.329 -0.077 0.179
C -4.479 -3.199 3.972 -0.042 -0.038 -0.279
C 2.422 2.858 -1.895 0.075 -0.694 -0.737
C 3.414 -3.431 7.843 0.044 -0.273 -0.387
C -3.855 0.727 -3.410 -1.024 -0.291 -0.632
C -12.161 -5.384 0.355 -0.459 0.065 0.021
C 10.234 0.730 -1.563 0.418 -0.217 -0.280
C -10.929 -5.521 1.202 0.278 -0.034 0.233
C 8.905 0.242 -2.153 0.057 0.533 -0.109
C -7.103 -3.659 5.135 -0.017 0.083 0.162
C 2.563 -2.332 8.418 -0.234 0.284 0.135
C -4.337 -0.243 9.402 0.460 0.280 -0.063
C -3.950 1.268 11.789 -0.444 -0.218 0.158
C 1.274 -2.241 6.375 -0.094 0.281 0.428
C -1.920 -0.617 -2.937 0.674 -0.978 -0.323
C 0.959 2.491 -2.140 -0.013 0.463 0.196
C -9.976 8.734 -5.304 -0.073 0.113 -0.072
C 3.111 -3.909 6.503 0.133 -0.034 0.116
C -3.180 0.624 9.513 -0.073 -0.146 -0.180
C -2.680 -2.659 -1.096 0.385 -0.919 0.370
C -7.273 9.598 -4.675 0.110 -0.212 0.117
C -3.117 -0.485 -3.617 0.088 0.592 0.414
C 7.030 1.779 -1.323 0.127 -0.238 -0.325
C -7.733 8.267 -4.341 0.330 0.429 -0.045
C -1.400 2.672 -1.109 0.284 -0.214 0.372
C -1.650 -3.046 -2.152 0.142 0.386 -0.118
C -5.309 -0.297 10.544 -0.342 -0.052 0.309
C 0.111 2.549 -0.866 -0.024 -0.166 -0.216
C 15.056 0.740 -5.412 0.026 -0.381 -0.272
C -5.722 2.222 -3.708 -0.545 0.815 -0.414
C 11.393 -1.857 -3.739 0.743 0.027 0.021
C -3.285 1.750 -2.600 0.716 -0.225 0.258
C -3.598 -1.588 -4.531 0.775 -0.590 -0.397
C 1.562 -1.777 7.723 -0.113 0.043 -0.150
C -6.052 0.103 -4.774 -0.603 0.422 -0.244
C -1.112 -3.499 1.496 -0.526 -0.427 -0.766
C -12.229 -5.100 3.196 0.411 -0.089 -0.059
C 5.554 1.466 -1.610 0.582 0.677 0.021
C -9.138 7.882 -4.704 -0.314 -0.036 -0.070
C -13.468 -4.990 2.351 -0.312 0.017 -0.249
C -5.523 -3.872 3.229 0.481 0.226 0.171
C 15.880 1.888 -4.902 0.227 0.288 0.124
C 15.703 -0.262 -6.239 -0.168 0.021 0.069
C -1.408 0.408 -2.136 0.293 0.326 0.473
C -10.967 -5.385 2.532 -0.011 -0.006 0.222
C -9.526 10.082 -5.622 -0.319 -0.353 0.010
C 17.843 0.978 -5.981 -0.022 0.395 0.253
C -6.048 -3.004 5.896 -0.308 -0.182 -0.098
C 11.709 -0.402 -3.317 -1.183 -1.124 0.829
C 3.130 1.914 -0.936 0.552 0.738 0.652
C 11.413 -0.235 -1.801 -0.224 0.766 -0.303
C -5.175 1.012 -3.957 0.509 -0.955 0.024
C -2.016 1.589 -1.958 -0.257 0.691 -0.129
C 17.011 -0.157 -6.512 -0.241 -0.290 -0.128
C -3.934 2.941 -2.394 -0.284 0.160 -0.159
C -2.991 1.339 10.631 0.248 0.018 -0.291
C 17.187 1.993 -5.171 0.152 -0.029 -0.054
C 2.107 -3.355 5.812 0.250 -0.367 -0.142
C 12.629 -2.779 -3.565 -0.522 0.274 -0.271
H -3.712 -4.527 -0.959 0.311 -0.555 0.155
H -6.195 -0.883 -4.356 0.343 -0.119 -0.048
H 7.399 1.188 -3.402 -0.150 0.020 -0.003
H 12.736 -0.151 -3.546 -0.139 0.072 -0.129
H -3.587 -2.238 -1.525 0.028 0.304 -0.068
H 12.822 -3.341 -4.477 0.098 -0.103 0.034
H 3.718 -4.710 6.105 -0.008 0.002 -0.012
H 2.545 3.902 -1.605 -0.104 0.016 0.239
H 4.918 2.171 0.295 -0.094 0.100 0.100
H -2.224 -1.957 -0.394 -0.189 0.317 -0.084
H 0.945 -0.985 8.125 0.020 0.003 0.030
H 17.790 2.813 -4.808 -0.017 0.005 0.016
H -5.565 4.047 -2.766 -0.143 -0.035 -0.115
H 8.427 -0.415 -1.424 -0.138 -0.159 -0.131
H 18.588 -0.728 -7.298 0.035 -0.014 -0.008
H 9.076 -0.336 -3.059 0.170 -0.114 0.007
H 10.593 -2.249 -3.112 -0.214 0.100 -0.062
H -3.514 3.722 -1.787 -0.074 0.157 0.061
H -7.348 -4.863 2.278 -0.023 -0.052 -0.042
H 10.150 0.937 -0.495 -0.166 0.043 0.035
H -8.665 6.271 -3.963 0.039 -0.024 0.130
H -6.251 -1.492 9.473 -0.051 -0.051 -0.012
H 11.159 -1.188 -1.337 0.272 -0.158 0.053
H -0.097 -1.609 -2.386 -0.044 0.405 -0.029
H -8.533 12.098 -6.028 -0.003 0.052 -0.009
H 13.499 -2.162 -3.352 0.214 -0.124 0.031
H 7.349 1.180 -0.469 -0.023 0.125 0.218
H -1.571 3.670 -1.510 -0.126 -0.011 -0.195
H -5.714 0.072 -5.803 0.128 -0.313 -0.026
H 0.950 1.514 -2.620 -0.159 -0.095 0.026
H -5.811 0.383 12.494 -0.009 -0.025 -0.008
H -1.897 2.629 -0.134 -0.084 0.169 0.009
H -10.062 -5.830 -0.407 -0.016 -0.017 -0.034
H 5.413 0.396 -1.455 -0.282 -0.059 -0.136
H -2.069 -3.784 -2.831 -0.092 0.030 -0.141
H 5.383 1.714 -2.660 -0.240 -0.233 -0.071
H -2.061 2.539 11.690 0.019 0.013 0.036
H 2.925 2.749 -2.861 0.084 0.235 -0.044
H 12.284 0.191 -1.304 0.057 -0.179 0.212
H -4.216 -1.943 6.823 0.135 0.159 0.021
H 3.111 0.883 -1.292 -0.337 -0.062 -0.010
H -3.520 -3.047 3.488 -0.083 -0.083 0.134
H 1.008 -3.166 4.337 -0.084 0.041 -0.010
H -2.498 0.664 8.675 0.022 0.010 0.017
H 14.297 2.466 -4.130 -0.033 -0.001 0.011
H 12.490 -3.487 -2.751 0.098 -0.055 0.062
H 0.521 3.195 -2.854 0.061 -0.006 -0.127
H 7.165 2.821 -1.030 -0.163 0.089 -0.086
H 4.772 3.345 -1.014 -0.060 0.139 0.171
H 11.022 -1.876 -4.763 0.145 -0.068 -0.112
H 10.502 1.672 -2.048 -0.017 0.106 0.040
H -7.049 0.525 -4.837 -0.036 0.103 0.166
H 0.317 1.703 -0.210 0.041 -0.041 0.036
H -3.900 -3.514 0.433 0.019 -0.228 0.287
H -0.464 0.265 -1.642 0.105 -0.276 -0.022
H -14.310 -5.042 0.400 -0.016 0.005 0.023
H 3.635 -2.513 9.920 0.029 -0.007 0.025
H -10.990 8.466 -5.567 0.001 -0.011 0.017
H 0.417 3.441 -0.317 -0.038 -0.003 0.141
H -10.083 -5.480 3.147 0.014 0.021 -0.019
H 2.663 1.969 0.051 -0.223 -0.212 -0.047
H 15.096 -1.074 -6.613 0.025 -0.016 -0.005
H -8.061 -3.798 5.617 -0.004 -0.020 -0.017
H -14.344 -4.699 3.959 -0.020 0.006 0.033
H -0.822 -3.530 -1.640 0.027 -0.168 -0.018
H 11.014 0.229 -3.872 0.317 0.396 -0.085
H -6.255 9.858 -4.424 -0.010 0.050 -0.007
H 8.587 2.289 -2.726 0.019 0.015 -0.218
H -0.727 -2.129 -3.918 0.034 -0.065 -0.093
H 1.058 -1.238 1.695 0.101 -0.007 -0.115
```
Positions in Å, forces in eV/Å.

Summary:
total charge: +1
HOMO-LUMO gap: 6.1739 eV
multiplicity: 1
highest occupied orbital energy: -10.572 eV
LUMO energy: -4.398 eV
maximum force: 1.83 eV Å⁻¹

This record from the OMol25 dataset describes a 11-piece molecular cluster, C68H80Br2Cl3N11O7P2 overall. The level of theory is ωB97M-V with the def2-TZVPD basis set.

Structure (XYZ):
```
173
Properties=species:S:1:pos:R:3:forces:R:3
Br -2.836 -0.015 -2.507 -0.005 -0.291 -0.319
Br 5.925 -3.289 -2.295 -0.643 -0.135 -0.014
Cl 0.710 -3.991 -5.950 0.315 0.330 0.386
Cl -0.503 -1.909 2.516 -0.288 -0.627 -0.299
Cl 2.231 -0.617 0.683 -0.288 -0.084 0.340
P -2.209 -2.936 1.835 -1.679 0.421 0.339
P -4.567 -2.112 -0.425 -0.426 1.466 -1.062
O 0.402 -4.716 1.509 -0.351 0.135 -0.266
O 6.660 -1.321 0.117 -0.544 0.129 0.557
O 3.303 -4.416 -3.543 -0.062 -0.355 0.276
O -4.805 -0.941 -4.198 -0.118 0.689 -0.200
O 5.129 -2.745 0.560 0.203 -0.962 -0.091
O -2.239 -4.415 2.568 0.820 0.631 -0.320
O 0.678 -5.634 -3.080 0.120 0.333 0.409
N 5.506 -1.418 0.153 0.685 0.651 -0.765
N 2.885 -10.792 1.439 0.087 -0.020 0.000
N -5.458 2.748 2.480 -0.025 0.003 0.052
N 4.602 2.050 -0.560 0.163 -0.010 0.047
N 3.408 10.851 5.032 -0.109 0.026 0.026
N -0.255 -6.685 4.044 -0.068 0.064 0.132
N 1.182 3.959 -1.474 -0.783 0.096 -0.243
N 3.617 7.630 -1.703 -0.019 -0.001 -0.235
N -6.354 1.746 -3.617 -0.009 0.117 0.051
N 3.021 5.692 1.991 0.137 0.142 0.093
N -10.042 6.950 -0.043 0.078 -0.034 0.018
C -1.927 -3.248 0.031 1.452 -0.546 1.084
C -9.277 6.178 -0.877 -0.077 0.030 -0.027
C -3.996 -1.325 -3.430 -0.545 -0.805 -0.151
C -0.163 -3.091 -4.649 -1.579 -0.268 -0.909
C 4.143 5.849 1.221 -0.033 -0.132 0.010
C 2.866 -3.452 0.498 0.427 0.001 1.157
C 4.443 -12.359 1.312 0.018 0.000 -0.017
C 3.473 -5.833 -3.759 0.967 -0.800 -1.158
C -7.204 3.083 3.799 -0.011 -0.002 0.001
C 2.816 -3.067 1.968 0.612 0.534 -0.278
C -8.426 5.438 -0.100 0.038 -0.058 -0.073
C -7.367 3.715 -3.493 0.059 0.041 -0.025
C -5.894 -3.381 -0.169 0.170 0.169 0.089
C -3.886 -2.843 -3.166 0.781 0.290 1.037
C -0.157 3.688 -1.429 -0.061 -0.034 -0.009
C 5.908 2.093 -0.965 -0.100 -0.026 0.030
C 0.465 -4.208 0.412 0.185 0.129 -0.351
C 3.578 -11.597 0.575 -0.077 0.040 -0.060
C 4.073 -3.250 -0.169 -0.516 0.357 0.599
C 3.145 7.385 -2.964 -0.004 -0.038 -0.022
C -9.683 6.713 1.258 -0.089 0.025 -0.072
C -8.685 5.776 1.253 0.010 0.033 0.176
C 3.154 -4.093 -2.239 0.277 -0.237 -0.169
C 4.151 9.393 -2.933 0.046 0.043 0.048
C 4.859 -6.400 -3.381 -0.552 -0.325 0.620
C 3.304 -11.026 2.720 -0.062 0.033 0.032
C 2.654 -1.516 2.200 0.921 -0.208 0.532
C 2.686 10.270 6.040 0.094 -0.057 0.008
C 0.188 5.810 -0.775 0.039 0.036 0.025
C 2.553 11.448 4.145 0.104 -0.007 -0.069
C 6.073 3.211 -1.740 0.054 -0.006 0.021
C -1.341 -4.026 -4.181 0.634 0.563 0.328
C 1.955 -4.247 -1.578 -1.185 -0.453 -0.561
C 4.207 -3.583 -1.496 1.527 0.504 -0.600
C 4.567 7.146 1.360 0.002 0.005 0.059
C -0.171 -7.967 5.847 0.013 0.020 0.043
C 4.818 3.873 -1.802 -0.039 0.028 -0.067
C 3.668 7.793 2.251 0.015 0.088 0.019
C -2.746 -3.185 -2.210 -1.375 0.223 -0.708
C -0.582 -4.082 -1.796 0.688 -0.013 -0.096
C -0.736 -3.823 -0.454 0.547 -0.101 0.500
C -0.803 4.815 -0.996 -0.047 -0.050 0.005
C 1.821 -3.952 -0.235 -1.114 -0.059 0.623
C 3.933 3.133 -1.061 0.122 -0.247 0.095
C -4.477 -0.916 0.978 -0.627 -0.928 0.837
C 3.922 -0.853 2.809 -0.362 0.359 0.355
C 1.274 11.241 4.586 -0.012 0.021 -0.036
C -6.028 3.053 4.597 0.028 0.001 0.019
C 4.234 8.848 -1.677 0.013 0.021 0.039
C 1.401 5.253 -1.081 -0.027 -0.042 0.039
C -2.940 -2.902 -0.845 -0.317 -0.593 0.929
C 4.527 -8.557 -2.115 0.211 -0.156 0.675
C -0.813 -1.827 -5.269 -0.015 -0.166 0.436
C -8.126 2.765 -2.760 -0.113 -0.007 0.082
C -7.475 1.565 -2.855 0.086 -0.166 0.013
C 4.781 -7.041 -1.953 -0.441 -0.400 -0.882
C 4.269 -11.996 2.675 0.001 0.024 0.019
C 2.729 6.870 2.625 -0.073 -0.120 -0.017
C 0.089 -6.711 5.369 0.027 0.051 -0.037
C -1.595 -3.746 -2.701 0.247 -0.729 -0.772
C 1.358 10.493 5.791 -0.001 -0.027 0.037
C -6.819 2.895 2.499 0.007 -0.085 -0.118
C -6.281 3.055 -4.007 0.088 -0.073 -0.030
C -0.740 -7.909 3.673 0.020 0.009 -0.091
C -4.968 2.848 3.754 0.056 -0.051 -0.033
C 0.709 -4.749 -2.255 -0.353 -0.110 -0.134
C 3.458 8.463 -3.751 0.008 -0.055 -0.037
C -0.698 -8.729 4.769 -0.001 -0.023 -0.036
H -7.713 0.597 -2.446 -0.021 0.017 -0.010
H 4.408 10.840 4.956 -0.029 0.006 0.008
H 2.887 3.282 -0.848 1.301 -0.178 0.817
H -10.169 7.229 2.069 0.018 -0.020 0.001
H 0.538 10.157 6.404 0.015 0.010 -0.004
H -1.070 -8.089 2.664 -0.017 0.000 0.021
H 3.393 -11.557 -0.486 0.013 -0.029 0.013
H -5.579 -4.300 -0.677 -0.079 -0.023 0.435
H 4.421 -0.175 2.112 0.038 -0.352 0.020
H -8.215 3.227 4.142 0.013 0.004 -0.015
H -5.462 3.405 -4.614 -0.025 0.018 0.005
H 5.677 -5.689 -3.501 -0.287 0.026 0.020
H 4.631 -1.587 3.204 -0.096 0.079 -0.237
H -9.405 6.223 -1.945 0.014 -0.019 0.014
H -4.845 -3.110 -2.712 0.153 0.117 -0.273
H 3.874 -6.657 -1.464 0.460 0.206 0.216
H 2.493 4.843 2.077 -0.030 0.032 -0.054
H -6.202 -3.535 0.871 0.339 -0.299 -0.152
H -1.053 -1.989 -6.325 0.237 0.031 0.171
H 4.543 10.351 -3.231 -0.006 -0.007 0.011
H 2.929 11.966 3.279 -0.035 -0.005 0.001
H 2.397 5.663 -1.052 -0.272 -0.292 0.060
H -5.967 3.170 5.667 0.003 0.006 -0.017
H -7.392 2.852 1.587 -0.019 0.021 0.027
H 2.178 -10.130 1.174 0.016 -0.013 0.026
H 3.708 8.819 2.581 -0.049 -0.015 0.008
H 2.715 -6.446 -3.261 -0.027 0.509 0.044
H 4.678 9.223 -0.771 -0.033 0.026 -0.012
H -8.190 5.376 2.123 0.003 0.023 -0.009
H 5.241 -9.031 -2.799 -0.086 0.156 0.114
H 0.490 -5.836 5.854 0.008 -0.033 0.014
H -7.591 4.761 -3.627 0.015 -0.014 -0.002
H -7.697 4.729 -0.461 -0.017 0.028 -0.048
H 4.794 -12.402 3.525 -0.008 0.009 -0.011
H 3.512 -8.770 -2.481 0.235 0.210 -0.088
H 3.325 -5.988 -4.834 -0.119 0.427 0.209
H 4.593 4.787 -2.328 0.030 0.013 -0.013
H 0.028 6.818 -0.432 0.022 0.009 -0.018
H -3.912 2.764 3.949 -0.019 0.010 0.020
H 2.097 -3.647 2.544 -0.135 0.277 -0.329
H -5.683 1.028 -3.839 -0.072 0.032 -0.050
H -1.567 -4.461 3.263 -0.164 -0.233 -0.068
H -10.755 7.590 -0.339 0.030 -0.012 0.005
H 1.894 3.309 -1.754 -0.722 0.181 -0.686
H -3.830 -3.391 -4.106 0.048 0.411 0.004
H 1.880 6.949 3.283 0.011 0.048 -0.020
H -4.905 2.593 1.657 -0.025 0.059 0.008
H -9.044 2.942 -2.223 0.017 0.015 -0.007
H 5.051 -7.217 -4.092 0.027 0.223 0.104
H 4.539 5.031 0.644 0.041 0.024 0.016
H 0.486 -2.815 -3.816 0.279 -0.276 -0.371
H -0.165 -5.891 3.435 0.207 -0.155 -0.192
H 5.426 7.582 0.876 0.026 -0.046 0.025
H -0.530 2.715 -1.709 -0.022 0.046 0.002
H 3.179 9.750 6.844 -0.028 -0.004 -0.008
H 5.650 -6.830 -1.323 -0.090 -0.083 -0.166
H 3.628 -0.219 3.657 0.019 -0.160 -0.196
H -1.866 4.918 -0.855 0.014 0.013 -0.005
H 0.376 11.587 4.101 0.017 -0.002 0.004
H 2.880 -10.485 3.549 0.004 -0.024 -0.003
H -4.521 -1.442 1.939 0.240 0.311 -0.134
H 3.218 8.572 -4.796 0.003 -0.010 0.016
H 6.603 1.328 -0.669 0.039 -0.019 -0.015
H 2.627 6.468 -3.193 -0.028 0.097 -0.037
H -0.004 -8.304 6.857 -0.006 0.007 -0.014
H -2.181 -3.777 -4.829 0.078 -0.202 0.209
H -5.384 -0.296 0.949 0.303 0.021 -0.398
H -6.776 -3.019 -0.712 0.228 0.035 0.136
H -1.777 -1.670 -4.767 0.340 0.222 -0.011
H -0.207 -0.927 -5.134 -0.042 -0.173 -0.204
H -1.100 -5.081 -4.316 0.047 0.253 0.023
H 4.613 -9.072 -1.146 -0.015 0.087 -0.204
H 3.526 7.010 -0.914 0.222 0.319 0.091
H 6.991 3.522 -2.210 -0.018 0.003 0.007
H 4.194 1.334 0.018 -0.016 -0.029 -0.064
H -1.010 -9.759 4.797 0.001 0.016 0.000
H 1.855 -1.355 2.924 -0.032 0.019 -0.508
H 5.126 -13.094 0.919 -0.011 0.013 0.003
H 3.806 -3.311 2.373 -0.296 -0.070 -0.015
H -3.576 -0.299 0.938 -0.148 -0.124 -0.147
```
Positions in Å, forces in eV/Å.

Summary:
HOMO-LUMO gap: 6.3888 eV
multiplicity: 1
highest occupied orbital energy: -7.939 eV
LUMO energy: -1.550 eV
maximum force: 1.89 eV Å⁻¹